(1)
A 2-piece molecular cluster, C4H11S2 overall, computed with ωB97M-V/def2-TZVPD.

The geometry in XYZ format:
```
17
Properties=species:S:1:pos:R:3:forces:R:3:nbo_charge:R:1
C -2.87624 -0.12659 1.49590 0.0 0.2 -0.2 -0.63
C -1.43039 0.36078 1.67175 0.0 -0.6 -0.1 -0.52
S -0.35190 -0.86969 0.85225 0.2 0.1 0.1 -0.71
H -2.88547 -1.20181 1.66798 -0.1 0.0 0.2 0.21
H -3.13106 -0.00401 0.44064 -0.1 0.0 0.0 0.20
H -3.65826 0.35604 2.10350 0.2 0.1 0.0 0.16
H -1.12865 0.42814 2.71974 -0.2 0.0 0.1 0.17
H -1.26932 1.34348 1.21873 -0.2 0.0 0.1 0.17
C 0.89793 0.51325 -2.21022 0.4 -0.4 0.4 -0.77
S 2.66031 0.71421 -1.80446 0.0 0.0 0.1 0.09
C 2.83435 -0.56596 -0.51034 0.1 0.6 -0.6 -0.75
H 0.39197 0.15045 -1.30209 -0.1 0.2 -0.2 0.29
H 0.78643 -0.24077 -2.98897 -0.1 0.2 -0.1 0.19
H 0.50819 1.48378 -2.50797 -0.1 -0.1 -0.1 0.21
H 3.79093 -0.35290 -0.03069 -0.1 -0.1 0.1 0.20
H 1.98166 -0.44237 0.16422 0.2 -0.3 0.1 0.28
H 2.87950 -1.54602 -0.97994 -0.1 -0.1 0.2 0.19
```
Forces are in eV/Å.

Values from the calculation:
multiplicity: 1
HOMO: -2.62 eV
Kohn-Sham gap: 6.02 eV
net charge: -1
E: -25997.557 eV

=====

(2)
C29H27AsCl2NNaO2S2 as an isolated structure, computed with ωB97M-V/def2-TZVPD.

The geometry in XYZ format:
```
65
Properties=species:S:1:pos:R:3:forces:R:3:nbo_charge:R:1
Na 0.39820 0.69918 2.53226 0.0 0.0 0.0 0.88
S -0.30568 3.30931 2.90553 0.0 0.0 0.0 -0.60
C -1.98423 3.36893 2.37499 0.0 0.0 0.0 -0.17
C -2.74215 4.49668 2.73317 0.0 0.0 0.0 -0.25
C -4.06748 4.67402 2.36889 0.0 0.0 0.0 -0.27
C -4.69719 3.69487 1.61102 0.0 0.0 0.0 -0.30
C -3.97488 2.57123 1.23929 0.0 0.0 0.0 -0.19
C -2.63086 2.36828 1.58881 0.1 0.0 0.0 -0.22
S -1.84861 0.90533 0.98572 0.0 0.0 0.0 -0.61
H -2.24118 5.25383 3.32598 0.0 0.0 0.0 0.20
H -4.60006 5.56964 2.67406 0.0 0.0 0.0 0.18
H -5.73372 3.80292 1.30761 0.0 0.0 0.0 0.18
H -4.45219 1.79598 0.64908 0.0 0.0 0.0 0.19
C 2.39557 2.79547 -1.98641 0.0 0.0 0.0 -0.98
As 1.05349 2.06683 -0.70995 0.1 -0.1 0.0 0.95
C 0.19159 0.93458 -2.06684 0.0 0.0 0.0 -0.98
C -0.12622 3.66399 -0.73455 0.0 0.0 0.0 -0.74
C -0.94088 3.82326 -1.96898 0.0 0.0 0.0 -0.01
C -2.17309 3.17105 -2.07692 0.0 0.0 0.0 -0.22
C -2.93021 3.27651 -3.23248 0.0 0.0 0.0 -0.16
C -2.48010 4.03302 -4.31008 0.0 0.0 0.0 -0.27
C -1.26199 4.69019 -4.21352 0.0 0.0 0.0 -0.23
C -0.50428 4.58643 -3.05329 0.0 0.0 0.0 -0.23
H 1.92172 3.17221 -2.89573 0.0 0.0 0.0 0.20
H 3.09304 1.99947 -2.25464 0.0 0.0 0.0 0.21
H 2.95862 3.60079 -1.51083 0.0 0.0 0.0 0.21
H 0.02735 1.48023 -2.99781 0.0 0.0 0.0 0.20
H -0.75459 0.57484 -1.66631 0.0 0.0 0.0 0.26
H 0.85468 0.08595 -2.25159 0.0 0.0 0.0 0.21
H 0.54445 4.51129 -0.57575 0.0 0.0 0.0 0.22
H -0.74527 3.56285 0.15338 0.0 0.0 0.0 0.29
H -2.51498 2.57123 -1.23897 0.0 0.0 0.0 0.26
H -3.88299 2.76292 -3.29166 0.0 0.0 0.0 0.19
H -3.07652 4.11331 -5.21182 0.0 0.0 0.0 0.19
H -0.90053 5.29134 -5.04082 0.0 0.0 0.0 0.19
H 0.44065 5.11356 -2.97784 0.0 0.0 0.0 0.20
Cl 3.96425 -5.25574 -0.74366 0.0 0.0 0.0 -0.01
C 2.57743 -4.40506 -1.36163 0.0 0.0 0.0 -0.02
C 2.25395 -4.55940 -2.69852 0.0 0.0 0.0 -0.26
C 1.16786 -3.87185 -3.21647 0.0 0.0 0.0 -0.21
C 0.40503 -3.06002 -2.39405 0.0 0.0 0.0 -0.23
C 0.72759 -2.93973 -1.04983 0.0 0.0 0.0 -0.03
Cl -0.28762 -1.98199 -0.04256 0.0 0.0 0.0 0.09
C 1.84061 -3.59184 -0.49856 0.0 0.0 0.0 0.10
N 2.21640 -3.40479 0.83803 0.0 -0.1 0.0 -0.66
C 1.82097 -4.31188 1.82066 0.0 0.0 0.0 0.18
C 1.20470 -5.52446 1.50594 0.0 0.0 0.0 -0.29
C 0.81723 -6.40664 2.50409 0.0 0.0 0.0 -0.20
C 1.03172 -6.09223 3.83482 0.0 0.0 0.0 -0.27
C 1.65293 -4.88740 4.14621 0.0 0.0 0.0 -0.22
C 2.06594 -3.99138 3.17221 0.0 0.0 0.0 0.04
C 2.78205 -2.72104 3.56004 0.0 0.0 0.0 -0.55
C 1.96892 -1.44156 3.26062 0.0 0.0 0.0 0.77
O 1.28174 -0.94660 4.16672 0.0 0.0 0.0 -0.74
O 2.06335 -0.99341 2.07786 0.0 0.0 0.0 -0.80
H 2.86342 -5.19950 -3.32142 0.0 0.0 0.0 0.22
H 0.91570 -3.96905 -4.26460 0.0 0.0 0.0 0.21
H -0.44973 -2.51768 -2.77414 0.0 0.0 0.0 0.23
H 2.19717 -2.41501 1.15750 0.0 0.0 0.0 0.46
H 1.01054 -5.76753 0.46880 0.0 0.0 0.0 0.21
H 0.33192 -7.33678 2.23163 0.0 0.0 0.0 0.19
H 0.71896 -6.76624 4.62254 0.0 0.0 0.0 0.19
H 1.82727 -4.62492 5.18377 0.0 0.0 0.0 0.20
H 3.72192 -2.65614 3.00402 0.0 0.0 0.0 0.22
H 2.99831 -2.75169 4.62698 0.0 0.0 0.0 0.21
```
Forces are in eV/Å.

Values from the calculation:
multiplicity: 1
HOMO: -0.58 eV
Kohn-Sham gap: 4.51 eV
net charge: -2
E: -148071.848 eV

=====

Per-record energy relative to the best compared isomer or geometry (same formula, charge and spin), kcal per mole: 6.46; 0.00